This record from the Open Molecules 2025 dataset describes a 2-piece molecular cluster, C5H13N3O overall at a distorted geometry. The level of theory is ωB97M-V/def2-TZVPD.

## Properties
LUMO ... -0.09 eV
SMILES ... C=CN(C)N.CC(N)=O
Frontier orbital gap ... 0.2812 hartree
Relative energy (zero: lowest compared OMol25 entry of this formula, charge and spin) ... 514.6 kJ/mol
E_HOMO ... -7.74 eV

Structure (ORCA input):
```
! RIJCOSX wB97M-V def2-TZVPD def2/J DEFGRID3
* xyz 0 1
C -0.05 1.96 -0.21
N -1.06 1.01 0.12
N -2.06 1.49 1.03
C -0.69 -0.37 0.45
C -0.57 -0.68 1.77
H -2.57 2.22 0.55
H -1.65 1.90 1.86
H -1.18 -1.08 -0.20
H 1.05 1.33 -0.14
H -0.02 2.18 -1.28
H -0.14 2.89 0.36
H -0.23 0.05 2.49
H -0.74 -1.68 2.14
C 0.69 -0.92 -1.98
C 1.18 -0.82 -0.55
N 1.55 -2.05 0.00
O 1.89 0.19 -0.21
H 0.92 -2.82 -0.15
H 1.93 -1.99 0.93
H 0.06 -0.06 -2.21
H 0.13 -1.84 -2.15
H 1.56 -0.90 -2.64
*
```

=====

This record from the Open Molecules 2025 dataset describes a 12-piece molecular cluster, C56H136N12O12P4 overall at a distorted geometry. The level of theory is ωB97M-V/def2-TZVPD.

## Properties
LUMO ... 0.46 eV
SMILES ... CN(C)P(=O)(N(C)C)N(C)C.CN(C)P(=O)(N(C)C)N(C)C.CN(C)P(=O)(N(C)C)N(C)C.CN(C)P(=O)(N(C)C)N(C)C.C1CCOC1.C1CCOC1.C1CCOC1.C1CCOC1.C1CCOC1.C1CCOC1.C1CCOC1.C1CCOC1
Frontier orbital gap ... 0.3147 hartree
E_HOMO ... -8.10 eV

Structure (ORCA input):
```
! RIJCOSX wB97M-V def2-TZVPD def2/J DEFGRID3
* xyz 0 1
O 3.11 0.18 8.00
P 3.83 -0.11 6.75
N 4.24 1.12 5.70
C 4.41 2.55 6.19
C 4.75 0.99 4.33
N 3.08 -1.04 5.59
C 2.79 -2.41 6.02
C 2.03 -0.41 4.74
N 5.17 -1.00 7.20
C 5.95 -1.53 6.10
C 5.78 -0.61 8.40
H 3.70 2.68 6.99
H 4.20 3.18 5.31
H 5.39 2.78 6.56
H 4.78 -0.09 4.03
H 5.78 1.34 4.26
H 4.15 1.55 3.60
H 2.64 -3.03 5.07
H 3.63 -2.86 6.52
H 2.01 -2.50 6.75
H 2.12 -0.75 3.68
H 0.99 -0.63 5.09
H 2.17 0.65 4.80
H 5.28 -2.09 5.47
H 6.32 -0.72 5.47
H 6.78 -2.15 6.39
H 6.46 0.25 8.25
H 6.37 -1.43 8.80
H 4.97 -0.30 9.05
O -2.59 -3.17 -1.80
P -3.14 -2.93 -3.12
N -2.10 -2.72 -4.40
C -1.58 -3.78 -5.19
C -1.07 -1.67 -4.21
N -4.11 -1.65 -3.22
C -4.17 -0.84 -4.41
C -4.86 -1.16 -1.99
N -4.08 -4.22 -3.59
C -3.83 -5.56 -3.24
C -5.12 -4.06 -4.60
H -2.38 -4.45 -5.49
H -0.81 -4.39 -4.66
H -1.09 -3.42 -6.09
H -0.04 -2.13 -4.18
H -1.24 -1.19 -3.27
H -1.18 -0.92 -4.97
H -3.49 -1.27 -5.09
H -5.29 -0.76 -4.78
H -3.87 0.20 -4.23
H -4.41 -0.31 -1.48
H -5.91 -0.87 -2.22
H -4.81 -2.06 -1.28
H -3.42 -5.62 -2.22
H -4.73 -6.17 -3.23
H -3.13 -6.06 -3.89
H -4.77 -4.11 -5.64
H -5.63 -3.13 -4.34
H -5.97 -4.80 -4.39
O -2.37 2.73 -3.88
P -1.96 3.18 -5.20
N -3.20 3.14 -6.30
C -3.03 3.77 -7.59
C -4.54 2.69 -6.00
N -0.79 2.37 -6.10
C -1.22 1.21 -6.95
C 0.61 2.30 -5.68
N -1.22 4.70 -4.93
C -0.37 5.45 -5.83
C -1.64 5.36 -3.66
H -3.13 3.00 -8.38
H -2.05 4.22 -7.68
H -3.87 4.49 -7.62
H -4.63 2.39 -4.97
H -4.81 1.87 -6.66
H -5.19 3.52 -6.18
H -1.89 0.51 -6.46
H -1.89 1.62 -7.68
H -0.28 0.83 -7.28
H 0.77 1.29 -5.22
H 1.17 2.45 -6.60
H 0.80 3.03 -4.93
H -0.77 6.40 -6.08
H 0.60 5.50 -5.46
H -0.30 4.85 -6.79
H -1.87 6.46 -3.77
H -0.85 5.30 -2.93
H -2.59 4.90 -3.34
O -1.22 -1.33 3.94
P -2.68 -1.76 4.12
N -3.38 -1.92 2.57
C -2.34 -2.25 1.57
C -4.66 -2.66 2.44
N -3.71 -0.76 4.95
C -3.56 -0.57 6.36
C -4.53 0.36 4.43
N -2.74 -3.17 4.97
C -4.01 -3.75 5.45
C -1.51 -3.61 5.65
H -1.39 -2.17 1.99
H -2.34 -1.66 0.64
H -2.46 -3.29 1.20
H -4.62 -3.79 2.60
H -4.88 -2.59 1.38
H -5.30 -2.14 3.22
H -3.22 -1.49 6.83
H -2.88 0.23 6.75
H -4.51 -0.30 6.75
H -4.55 0.23 3.34
H -5.56 0.19 4.78
H -4.21 1.35 4.68
H -4.26 -4.60 4.84
H -3.75 -4.04 6.48
H -4.83 -3.02 5.41
H -1.14 -4.58 5.35
H -1.62 -3.48 6.71
H -0.84 -2.82 5.41
C -1.41 2.51 2.98
C -1.88 3.86 3.40
C -1.66 3.88 4.94
O -1.81 2.51 5.33
C -0.96 1.89 4.34
H -0.67 2.61 2.19
H -2.18 1.89 2.50
H -2.95 4.05 3.21
H -1.29 4.64 2.95
H -2.37 4.47 5.58
H -0.64 4.23 5.22
H -1.11 0.77 4.39
H 0.09 2.19 4.53
C -0.04 -0.24 -0.39
C -1.21 0.77 -0.73
C -0.51 1.81 -1.71
O 0.91 1.73 -1.28
C 1.19 0.35 -1.16
H -0.11 -1.32 -0.55
H 0.23 -0.12 0.69
H -1.47 1.31 0.18
H -2.15 0.26 -1.07
H -0.96 2.77 -1.63
H -0.62 1.47 -2.73
H 2.11 0.25 -0.61
H 1.33 -0.06 -2.15
C 1.17 -4.64 2.64
C -0.05 -5.31 2.03
C 0.09 -5.14 0.53
O 1.20 -4.33 0.29
C 1.38 -3.61 1.54
H 1.96 -5.35 2.71
H 0.97 -4.21 3.62
H -0.86 -4.63 2.30
H -0.30 -6.32 2.36
H -0.74 -4.50 0.15
H 0.22 -6.03 -0.16
H 0.68 -2.79 1.54
H 2.35 -3.24 1.38
C 2.47 -2.85 -2.65
C 2.80 -3.50 -4.01
C 4.15 -4.09 -3.83
O 4.58 -3.92 -2.50
C 3.49 -3.63 -1.72
H 1.47 -2.92 -2.38
H 2.83 -1.82 -2.67
H 2.76 -2.75 -4.77
H 2.04 -4.23 -4.23
H 4.95 -3.68 -4.42
H 4.17 -5.22 -4.07
H 3.84 -2.97 -0.96
H 3.04 -4.46 -1.24
C 5.55 1.36 -2.88
C 4.43 2.42 -2.83
C 3.45 1.96 -3.89
O 3.56 0.51 -3.91
C 4.92 0.15 -3.50
H 5.84 1.18 -1.86
H 6.34 1.65 -3.53
H 4.75 3.47 -2.94
H 3.95 2.37 -1.81
H 3.62 2.39 -4.86
H 2.44 2.18 -3.60
H 5.48 -0.16 -4.36
H 4.73 -0.72 -2.82
C 4.20 -1.04 1.00
C 5.02 -0.19 0.05
C 6.31 -0.04 0.90
O 6.48 -1.31 1.48
C 5.19 -1.92 1.69
H 3.47 -1.61 0.51
H 3.67 -0.40 1.72
H 4.57 0.76 -0.17
H 5.23 -0.76 -0.88
H 6.16 0.74 1.67
H 7.15 0.25 0.32
H 4.99 -1.96 2.75
H 5.21 -2.95 1.33
C 2.37 4.98 -0.70
C 1.50 4.47 0.48
C 2.45 3.97 1.46
O 3.68 3.91 0.76
C 3.73 5.09 -0.02
H 2.07 5.95 -1.08
H 2.41 4.20 -1.47
H 0.88 3.64 0.16
H 0.95 5.28 0.91
H 2.29 2.94 1.85
H 2.53 4.75 2.25
H 4.62 5.03 -0.75
H 3.84 5.98 0.53
C -5.30 2.22 -0.10
C -6.18 2.62 -1.33
C -5.32 3.68 -2.03
O -4.65 4.35 -1.03
C -4.15 3.24 -0.26
H -4.89 1.23 -0.15
H -5.86 2.34 0.85
H -7.03 3.13 -0.93
H -6.50 1.74 -1.95
H -5.85 4.40 -2.65
H -4.57 3.26 -2.69
H -3.75 3.62 0.70
H -3.34 2.77 -0.87
*
```

=====

This record from the Open Molecules 2025 dataset describes C38H56N10O6Ti as an isolated structure at a distorted geometry. The level of theory is ωB97M-V/def2-TZVPD.

## Properties
LUMO (alpha / beta) ... 1.87 / 1.83 eV
Expectation value of S² ... 3.75
Frontier orbital gap (alpha / beta) ... 0.1720 / 0.2667 hartree
E_HOMO (alpha / beta) ... -2.81 / -5.42 eV

Structure (ORCA input):
```
! RIJCOSX wB97M-V def2-TZVPD def2/J DEFGRID3
* xyz -1 4
Ti 0.04 -3.04 -0.01
C -0.02 -0.37 -0.16
O 0.02 0.87 -0.12
O -0.75 -0.98 0.64
O 0.59 -0.96 -1.05
C 3.61 -5.00 -2.49
C 3.00 -3.95 -1.60
O 1.74 -3.93 -1.40
N 3.86 -3.21 -0.94
C 3.53 -2.15 -0.01
H 3.13 -5.12 -3.47
H 3.73 -5.97 -2.01
H 4.64 -4.71 -2.69
H 4.81 -3.27 -1.28
H 2.85 -1.38 -0.38
H 4.33 -1.56 0.43
H 2.99 -2.72 0.74
C 1.26 -3.88 4.55
C 0.86 -3.17 3.24
O 0.75 -3.77 2.17
N 0.51 -1.85 3.26
C 0.37 -1.02 4.42
H 0.59 -3.59 5.36
H 2.26 -3.57 4.87
H 1.15 -4.94 4.33
H 0.19 -1.49 2.37
H 1.22 -1.18 5.08
H -0.56 -1.24 4.93
H 0.41 0.01 4.05
C -0.29 1.39 -3.98
C -1.45 2.23 -3.45
O -2.12 3.01 -4.21
N -1.64 2.23 -2.14
C -2.64 3.03 -1.55
H -0.65 0.93 -4.90
H 0.04 0.63 -3.26
H 0.52 2.08 -4.20
H -1.07 1.63 -1.56
H -2.20 3.98 -1.26
H -2.89 2.51 -0.62
H -3.58 3.23 -2.07
N 2.71 0.34 -2.63
C 2.95 0.25 -4.01
C 4.26 0.71 -4.24
C 4.77 1.09 -2.95
C 3.86 0.79 -2.01
H 1.85 0.10 -2.17
H 2.22 -0.24 -4.63
H 4.75 0.58 -5.20
H 5.74 1.54 -2.79
H 3.84 0.85 -0.93
N -2.05 1.92 2.03
C -3.36 2.30 2.25
C -3.38 2.96 3.44
C -2.05 3.10 3.90
C -1.30 2.36 3.11
H -1.67 1.36 1.27
H -4.11 2.07 1.52
H -4.27 3.35 3.90
H -1.74 3.64 4.78
H -0.25 2.11 3.19
N 0.43 3.62 -0.34
C -0.22 4.63 0.38
C 0.39 5.84 0.14
C 1.43 5.65 -0.74
C 1.36 4.29 -1.06
H 0.26 2.62 -0.35
H -1.02 4.36 1.05
H 0.07 6.75 0.61
H 2.08 6.44 -1.07
H 2.04 3.67 -1.63
N 0.06 -2.09 -3.68
C 1.04 -2.75 -4.39
C 0.52 -3.09 -5.61
C -0.78 -2.55 -5.69
C -1.04 -1.99 -4.45
H 0.17 -1.84 -2.71
H 2.03 -2.93 -4.00
H 1.10 -3.58 -6.38
H -1.42 -2.57 -6.56
H -1.89 -1.44 -4.09
N -2.65 -1.37 2.88
C -3.23 -0.52 3.79
C -4.29 -1.24 4.35
C -4.30 -2.53 3.79
C -3.28 -2.59 2.81
H -1.90 -1.12 2.24
H -2.83 0.47 3.99
H -4.91 -0.89 5.16
H -4.94 -3.35 4.09
H -2.89 -3.35 2.15
N 1.89 1.33 1.87
C 2.11 2.51 2.56
C 3.06 2.33 3.56
C 3.57 1.06 3.26
C 2.80 0.41 2.32
H 1.15 1.18 1.20
H 1.39 3.31 2.48
H 3.41 3.06 4.27
H 4.46 0.60 3.67
H 2.77 -0.64 2.06
N -3.46 -0.47 -0.38
C -4.69 -0.52 0.18
C -5.57 -0.13 -0.83
C -4.81 0.10 -1.99
C -3.53 -0.21 -1.71
H -2.62 -0.73 0.12
H -4.81 -0.86 1.20
H -6.63 0.07 -0.74
H -5.26 0.31 -2.95
H -2.60 -0.22 -2.26
*
```

=====

This record from the Open Molecules 2025 dataset describes C54H56BrN3O2P2SSi2Ti as an isolated structure at a distorted geometry. The level of theory is ωB97M-V/def2-TZVPD.

## Properties
LUMO ... -6.65 eV
Frontier orbital gap ... 0.2253 hartree
Relative energy (zero: lowest compared OMol25 entry of this formula, charge and spin) ... 0.0 kJ/mol
E_HOMO ... -12.78 eV

Structure (ORCA input):
```
! RIJCOSX wB97M-V def2-TZVPD def2/J DEFGRID3
* xyz 2 1
Ti 1.35 -0.24 -0.55
O 1.77 3.34 1.28
S 0.52 2.76 0.77
C -0.43 4.07 -0.04
C -0.03 5.38 0.18
C -0.85 6.43 -0.21
C -2.09 6.16 -0.76
C -2.50 4.86 -0.98
C -1.66 3.78 -0.68
P -2.15 2.06 -1.04
C -2.86 2.22 -2.75
C -2.80 3.36 -3.54
C -3.31 3.35 -4.83
C -3.87 2.20 -5.36
C -3.90 1.04 -4.60
C -3.38 1.06 -3.32
C -3.70 1.94 -0.04
C -4.72 1.05 -0.37
C -5.84 0.91 0.45
C -5.94 1.63 1.62
C -4.92 2.52 1.97
C -3.82 2.67 1.14
C -0.62 2.71 2.18
C -1.19 3.85 2.74
C -1.95 3.74 3.89
C -2.13 2.50 4.49
C -1.54 1.37 3.95
C -0.79 1.47 2.78
P 0.18 0.03 2.17
C 1.26 -0.01 3.66
C 2.18 1.04 3.76
C 3.03 1.13 4.85
C 2.98 0.18 5.85
C 2.04 -0.84 5.78
C 1.18 -0.93 4.70
C -1.02 -1.34 2.41
C -2.39 -1.12 2.25
C -3.30 -2.15 2.42
C -2.85 -3.42 2.75
C -1.49 -3.67 2.85
C -0.58 -2.65 2.67
H 0.92 5.56 0.66
H -0.53 7.45 -0.06
H -2.75 6.98 -1.02
H -3.49 4.67 -1.38
H -2.35 4.27 -3.17
H -3.26 4.25 -5.43
H -4.28 2.20 -6.37
H -4.32 0.13 -5.00
H -3.38 0.14 -2.75
H -4.69 0.47 -1.28
H -6.62 0.22 0.16
H -6.80 1.52 2.27
H -4.99 3.09 2.88
H -3.04 3.37 1.43
H -1.03 4.82 2.29
H -2.38 4.63 4.33
H -2.70 2.42 5.40
H -1.64 0.41 4.45
H 2.20 1.82 3.01
H 3.73 1.96 4.91
H 3.64 0.24 6.70
H 1.98 -1.57 6.58
H 0.43 -1.72 4.69
H -2.76 -0.13 2.00
H -4.36 -1.95 2.31
H -3.56 -4.22 2.93
H -1.14 -4.67 3.07
H 0.48 -2.85 2.74
C 1.53 -5.04 -2.95
Si 0.82 -3.59 -1.98
C 0.34 -4.37 -0.31
C -0.90 -3.26 -2.77
C 1.78 -1.90 -1.95
C 1.24 -1.01 -3.00
C 1.13 -1.22 -4.37
C 0.87 -0.15 -5.20
C 0.73 1.13 -4.65
C 0.75 1.26 -3.28
N 0.94 0.20 -2.48
Si 3.73 -1.93 -2.42
C 4.09 -0.60 -3.71
C 4.27 -3.54 -3.23
C 4.94 -1.73 -0.97
H 0.80 -5.85 -2.92
H 2.45 -5.43 -2.52
H 1.72 -4.81 -4.00
H -0.41 -5.13 -0.55
H -0.12 -3.71 0.43
H 1.16 -4.90 0.16
H -1.09 -4.04 -3.51
H -0.97 -2.32 -3.32
H -1.72 -3.33 -2.06
H 1.31 -2.21 -4.78
H 0.81 -0.29 -6.27
H 0.58 1.99 -5.28
H 0.66 2.22 -2.80
H 3.87 -0.97 -4.72
H 5.15 -0.34 -3.69
H 3.54 0.33 -3.58
H 3.68 -3.81 -4.10
H 4.29 -4.39 -2.54
H 5.30 -3.40 -3.58
H 4.96 -0.72 -0.56
H 5.94 -1.92 -1.38
H 4.79 -2.45 -0.17
O -0.60 -1.23 -0.48
H -0.96 -1.59 -1.30
H -1.24 -1.44 0.23
Br 3.06 1.45 -0.95
N 5.85 -3.59 4.44
C 5.15 -3.05 3.71
C 4.29 -2.38 2.79
C 3.32 -3.08 2.08
C 2.54 -2.40 1.17
N 2.65 -1.08 0.94
C 3.57 -0.41 1.64
C 4.41 -1.01 2.56
H 3.18 -4.15 2.22
H 1.81 -2.93 0.57
H 3.68 0.64 1.45
H 5.14 -0.42 3.09
*
```

=====

no.,E_tot (Eh)
1,-437.6581
2,-5140.6206
3,-3330.1564
4,-7489.0661